Record 1
DFT (wB97M-V/def2-TZVPD) results for a structure of composition C45H53N5O5P2S3Se3TeTl.

Positions of all 118 atoms, in Å:
1 Tl 0.6267 -0.8627 1.3509
2 Se 0.9059 -2.9713 2.5546
3 Se 4.8892 -2.2987 4.1204
4 Te 3.3497 -0.7277 3.3112
5 Se 3.0535 0.9506 4.9407
6 C -1.9858 -3.7768 0.5334
7 N -2.8169 -3.1328 1.5464
8 C -3.6165 -4.0406 2.3575
9 P -2.8371 -1.5399 1.8226
10 O -1.8471 -0.8228 0.9605
11 O -2.6032 -1.2722 3.3849
12 P -1.4971 -0.4893 4.2570
13 O -0.3900 0.1107 3.4774
14 N -2.4148 0.7196 4.9259
15 C -3.4137 0.3055 5.9098
16 C -1.7319 1.9601 5.3048
17 N -1.0439 -1.6410 5.3082
18 C 0.1872 -1.4284 6.0703
19 C -1.8738 -2.7340 5.7891
20 N -4.4015 -1.0624 1.6863
21 C -5.0281 -1.2582 0.3813
22 C -4.9903 0.0306 2.4501
23 H -2.6280 -4.3267 -0.1604
24 H -1.2804 -4.4658 0.9981
25 H -1.4223 -3.0333 -0.0231
26 H -4.2355 -4.6710 1.7151
27 H -4.2749 -3.4812 3.0201
28 H -2.9677 -4.6824 2.9584
29 H -3.9158 -0.6076 5.5887
30 H -4.1663 1.0887 6.0090
31 H -2.9674 0.1293 6.8947
32 H -0.9249 2.1650 4.6061
33 H -1.3111 1.8977 6.3142
34 H -2.4496 2.7815 5.2812
35 H 0.6336 -0.4658 5.8278
36 H 0.9150 -2.2061 5.8266
37 H -0.0246 -1.4576 7.1416
38 H -2.7004 -2.9199 5.1084
39 H -2.2709 -2.5271 6.7869
40 H -1.2692 -3.6421 5.8393
41 H -4.4736 -1.9884 -0.2069
42 H -5.0609 -0.3193 -0.1793
43 H -6.0489 -1.6234 0.5070
44 H -4.4299 0.2122 3.3614
45 H -6.0188 -0.2234 2.7130
46 H -5.0051 0.9562 1.8649
47 C -4.4626 1.6757 -5.8687
48 C -3.4931 1.3168 -4.7773
49 C -2.1853 0.9357 -5.0861
50 C -1.2849 0.5942 -4.0941
51 C -1.7037 0.6342 -2.7704
52 C -3.0019 0.9826 -2.4344
53 C -3.8900 1.3294 -3.4436
54 S -0.5470 0.2667 -1.4744
55 O 0.3280 -0.8356 -1.9773
56 C 0.3479 1.8018 -1.4336
57 C -0.4024 2.6997 -0.4910
58 C 0.1665 4.1197 -0.3482
59 C 1.4839 4.3947 -0.9882
60 C 2.0529 5.6505 -0.8232
61 C 3.3249 5.9213 -1.3001
62 C 4.0409 4.9172 -1.9353
63 C 3.4740 3.6664 -2.1140
64 C 2.1861 3.3899 -1.6582
65 C 1.5648 2.0559 -1.9125
66 C 2.3324 1.1319 -2.8096
67 C 2.3893 1.4656 -4.1976
68 C 1.6355 2.5400 -4.7463
69 C 1.7205 2.8471 -6.0714
70 C 2.5613 2.1002 -6.9297
71 C 3.2749 1.0496 -6.4378
72 C 3.1997 0.6996 -5.0646
73 C 3.9276 -0.3981 -4.5472
74 C 3.8430 -0.7277 -3.2296
75 C 3.0453 0.0482 -2.3608
76 S 2.9532 -0.4163 -0.6279
77 O 4.1216 0.1986 0.0730
78 C 3.2657 -2.1706 -0.6796
79 C 2.3624 -3.0619 -1.2523
80 C 2.5774 -4.4173 -1.0940
81 C 3.6541 -4.9013 -0.3485
82 C 3.8405 -6.3792 -0.1490
83 C 4.5387 -3.9882 0.2085
84 C 4.3580 -2.6207 0.0424
85 H -3.9432 2.0214 -6.7610
86 H -5.1511 2.4551 -5.5439
87 H -5.0601 0.8059 -6.1491
88 H -1.8687 0.9126 -6.1221
89 H -0.2724 0.2933 -4.3336
90 H -3.3130 0.9701 -1.3956
91 H -4.9061 1.6102 -3.1933
92 H -1.4589 2.7257 -0.7710
93 H -0.5522 4.9131 -0.5512
94 H 1.4978 6.4206 -0.2980
95 H 3.7579 6.9033 -1.1662
96 H 5.0436 5.1063 -2.2942
97 H 4.0447 2.8934 -2.6102
98 H 0.9838 3.1174 -4.1033
99 H 1.1411 3.6686 -6.4725
100 H 2.6299 2.3640 -7.9766
101 H 3.9115 0.4616 -7.0872
102 H 4.5457 -0.9820 -5.2179
103 H 4.3941 -1.5709 -2.8367
104 H 1.5212 -2.7006 -1.8272
105 H 1.8894 -5.1187 -1.5517
106 H 3.5177 -6.9398 -1.0259
107 H 3.2488 -6.7244 0.7017
108 H 4.8825 -6.6221 0.0533
109 H 5.3767 -4.3392 0.7981
110 H 5.0633 -1.9120 0.4557
111 S 0.3334 3.9559 1.5213
112 C 1.9078 3.3570 1.7689
113 C 1.9778 2.0158 1.4936
114 N 0.8524 1.3395 1.2417
115 C -0.2552 2.1927 0.9804
116 H 2.6861 3.9661 2.1923
117 H 2.9192 1.4840 1.5454
118 H -1.1681 1.8317 1.4524

As for the relative energy (zero: lowest compared OMol25 entry of this formula, charge and spin): 408.8 kJ/mol. For the HOMO-LUMO gap, the calculation gives 6.05 eV. Its net charge is +1. For the HOMO energy, the calculation gives -9.64 eV.

Löwdin atomic charge list, values in e, 8 entries: Tl 0.423; Se 0.134; Se -0.055; Te 0.308; Se -0.027; C -0.106; N -0.291; C -0.078

Record 2
DFT (wB97M-V/def2-TZVPD) results for a structure of composition C45H55AuBrN2P.

Positions of all 105 atoms, in Å:
1 Au -0.0166 0.0425 -0.1196
2 C -3.8439 -2.3875 -2.5828
3 C -4.2743 -2.1940 -1.1305
4 C -4.9722 -3.4563 -0.6020
5 C -3.1467 -1.8815 -0.1910
6 C -1.9206 -2.5308 -0.2693
7 C -0.9152 -2.3753 0.6851
8 C 0.2318 -3.3730 0.6796
9 C 0.4192 -4.0617 -0.6793
10 C 1.5721 -2.7975 1.1243
11 C -1.1212 -1.4150 1.7236
12 C -2.4283 -0.8566 1.8842
13 C -3.3831 -1.0645 0.9083
14 C -2.8744 -0.2051 3.1742
15 C -3.4712 -1.2897 4.0857
16 C -3.9332 0.8876 2.9851
17 C -0.2276 -1.2190 2.8987
18 C -0.3273 -2.1852 3.9010
19 C 0.1731 -1.9640 5.1714
20 C 0.7307 -0.7330 5.4759
21 C 0.9159 0.2060 4.4771
22 C 0.4999 -0.0446 3.1667
23 P 1.0507 1.0843 1.8340
24 C 0.2566 2.8015 2.0168
25 C 0.8067 3.6201 3.1802
26 C 0.3997 3.5645 0.6975
27 C -1.2216 2.5239 2.2592
28 C 2.9724 1.1976 1.8974
29 C 3.5269 -0.0662 1.2462
30 C 3.5241 1.2701 3.3197
31 C 3.4429 2.4204 1.1101
32 H -4.7279 -2.4370 -3.2127
33 H -3.2942 -3.3154 -2.7173
34 H -3.2276 -1.5553 -2.9214
35 H -4.9916 -1.3685 -1.0891
36 H -4.2885 -4.3015 -0.6052
37 H -5.8244 -3.7003 -1.2280
38 H -5.3241 -3.3034 0.4150
39 H -1.7860 -3.2462 -1.0620
40 H -0.0542 -4.1515 1.4022
41 H 0.4318 -3.3342 -1.4899
42 H -0.3550 -4.7994 -0.8735
43 H 1.3695 -4.5879 -0.6913
44 H 1.8185 -1.9389 0.5042
45 H 2.3524 -3.5428 0.9963
46 H 1.5653 -2.5023 2.1690
47 H -4.3690 -0.6485 1.0412
48 H -2.0113 0.2157 3.6955
49 H -4.3015 -1.7894 3.5927
50 H -3.8377 -0.8239 4.9967
51 H -2.7307 -2.0355 4.3569
52 H -4.9249 0.4517 2.8976
53 H -3.7468 1.4995 2.1070
54 H -3.9418 1.5370 3.8564
55 H -0.8221 -3.1165 3.6668
56 H 0.0890 -2.7311 5.9251
57 H 1.0478 -0.5108 6.4820
58 H 1.3714 1.1484 4.7292
59 H 1.8569 3.8686 3.0666
60 H 0.6571 3.1132 4.1304
61 H 0.2552 4.5582 3.2217
62 H 1.3908 3.9801 0.5574
63 H -0.2975 4.3998 0.6931
64 H 0.1545 2.9267 -0.1530
65 H -1.3798 2.1281 3.2576
66 H -1.6079 1.8154 1.5250
67 H -1.7936 3.4455 2.1778
68 H 4.6088 0.0188 1.1600
69 H 3.1321 -0.2185 0.2431
70 H 3.3174 -0.9450 1.8503
71 H 3.3073 0.3649 3.8828
72 H 3.1733 2.1388 3.8714
73 H 4.6084 1.3485 3.2479
74 H 3.2922 3.3458 1.6592
75 H 4.5113 2.3305 0.9229
76 H 2.9573 2.5097 0.1421
77 Br 2.8171 -1.7016 -2.2636
78 C 2.9673 0.0254 -5.2628
79 C 2.9289 0.2090 -6.7128
80 C 1.9755 0.9683 -7.2985
81 C 0.8455 1.6184 -6.6871
82 C 0.4374 1.6450 -5.3776
83 C -0.7572 2.3085 -4.9797
84 C -1.3676 2.3032 -3.7711
85 C -1.0642 1.6058 -2.5484
86 C -0.0554 0.8219 -2.1346
87 C 1.3237 0.9445 -4.4273
88 H 3.6816 -0.2821 -7.3123
89 H 2.0184 1.0725 -8.3743
90 H 0.2066 2.1389 -7.3854
91 H -1.2383 2.8690 -5.7705
92 H -2.2755 2.8872 -3.7024
93 H -1.8563 1.7085 -1.8180
94 N 5.4542 2.5983 -2.3789
95 C 4.4673 2.1461 -2.7377
96 C 3.2374 1.5732 -3.1211
97 C 2.8143 1.3643 -4.5253
98 C 1.6612 -0.5362 -4.7444
99 C 1.4025 -0.8434 -3.2808
100 N 1.1417 0.6126 -2.9309
101 C 2.2725 1.2154 -2.2700
102 H 3.0715 2.2220 -5.1486
103 H 1.0828 -1.1398 -5.4391
104 H 0.4836 -1.4138 -3.1229
105 H 2.2477 1.2994 -1.2008

Its multiplicity is 3. For the HOMO-LUMO gap (spin up / spin down), the calculation gives 7.25 / 4.91 eV. Its net charge is +2. For the HOMO energy (spin up / spin down), the calculation gives -13.19 / -13.24 eV.

Löwdin atomic charge list, values in e, 8 entries: Au 0.933; C -0.057; C -0.373; C -0.036; C -0.169; C 0.008; C -0.174; C -0.338

Record 3
DFT (wB97M-V/def2-TZVPD) results for a structure of composition C45H55BrIrN7O3PS.

Positions of all 114 atoms, in Å:
1 Ir -1.1951 0.5822 -0.4609
2 C 3.9477 2.5621 -3.0032
3 C 4.3549 3.5198 -1.8814
4 C 4.6026 4.8879 -2.5337
5 C 5.6447 2.9847 -1.2399
6 C 3.2965 3.6549 -0.7935
7 C 3.5733 4.5154 0.2793
8 C 2.6773 4.7218 1.3032
9 C 1.4737 4.0426 1.2679
10 S 0.1493 4.1355 2.3860
11 C -0.7200 2.9916 1.3914
12 N -0.0706 2.5768 0.3344
13 C 1.1661 3.1524 0.2219
14 C 2.0945 2.9675 -0.8056
15 C -2.0355 2.5214 1.7438
16 C -2.8301 3.2289 2.6508
17 C -4.0914 2.7707 2.9634
18 C -4.5787 1.6233 2.3557
19 C -3.8013 0.9324 1.4388
20 C -2.5065 1.3364 1.1387
21 H 4.7142 2.5583 -3.7775
22 H 3.0115 2.8678 -3.4646
23 H 3.8469 1.5461 -2.6318
24 H 5.4458 4.8284 -3.2180
25 H 4.8225 5.6622 -1.8060
26 H 3.7246 5.1929 -3.1003
27 H 6.3890 2.7524 -1.9991
28 H 5.4304 2.0813 -0.6705
29 H 6.0795 3.7149 -0.5663
30 H 4.5101 5.0471 0.3128
31 H 2.9059 5.3854 2.1201
32 H 1.8437 2.2751 -1.5918
33 H -2.4528 4.1420 3.0886
34 H -4.7010 3.3123 3.6677
35 H -5.5634 1.2610 2.6026
36 H -4.2034 0.0413 0.9802
37 C -1.9489 -0.8083 3.7105
38 C -1.4617 -2.1458 3.1555
39 C -2.5308 -2.7769 2.2699
40 C -1.0804 -3.0517 4.3229
41 P -0.0245 -1.6523 1.9958
42 C 1.1351 -0.8394 3.1504
43 C 1.9923 -1.4769 4.0423
44 C 2.7782 -0.7268 4.9008
45 C 2.7183 0.6564 4.8882
46 C 1.8647 1.2970 4.0056
47 C 1.0870 0.5513 3.1417
48 C 0.8665 -3.1880 1.2689
49 C 0.7307 -4.4844 2.0657
50 C 2.3561 -2.8444 1.1736
51 C 0.2588 -3.3984 -0.1326
52 H -2.8923 -0.9408 4.2366
53 H -2.1044 -0.0983 2.9010
54 H -1.2269 -0.3906 4.4101
55 H -3.4477 -2.9363 2.8343
56 H -2.2024 -3.7430 1.8924
57 H -2.7449 -2.1185 1.4285
58 H -1.8684 -2.9862 5.0724
59 H -0.1568 -2.7226 4.7947
60 H -0.9913 -4.0918 4.0269
61 H 2.0530 -2.5534 4.0896
62 H 3.4420 -1.2272 5.5895
63 H 3.3356 1.2329 5.5605
64 H 1.8083 2.3751 3.9985
65 H 0.4241 1.0281 2.4375
66 H 1.0819 -4.3757 3.0883
67 H 1.3410 -5.2459 1.5794
68 H -0.2919 -4.8509 2.0768
69 H 2.8531 -2.9850 2.1275
70 H 2.5038 -1.8102 0.8766
71 H 2.8491 -3.5041 0.4601
72 H -0.3812 -4.2767 -0.1418
73 H 1.0331 -3.5648 -0.8803
74 H -0.3405 -2.5409 -0.4367
75 C -1.9709 1.1818 -4.1400
76 C -2.6252 2.0750 -3.1578
77 N -2.3886 2.1419 -1.8616
78 C -3.1773 3.1502 -1.3759
79 C -3.8973 3.6913 -2.3932
80 N -3.5347 3.0030 -3.5152
81 H -1.3787 0.4599 -3.5906
82 H -1.3311 1.7609 -4.8083
83 H -2.7284 0.6689 -4.7303
84 H -3.1836 3.4324 -0.3439
85 H -4.6035 4.4941 -2.4133
86 H -3.9171 3.1443 -4.4369
87 Br -3.1725 -6.5067 -0.2532
88 C -3.9575 -5.0738 -1.2318
89 C -5.0799 -5.2867 -2.0206
90 N -5.6403 -4.3023 -2.6929
91 C -5.1321 -3.0871 -2.6341
92 C -4.0007 -2.7810 -1.8854
93 C -3.4089 -3.8064 -1.1629
94 C -3.4029 -1.3770 -1.8643
95 O -3.8758 -0.5166 -2.5913
96 O -2.4122 -1.2682 -1.0784
97 H -5.5322 -6.2649 -2.1107
98 H -5.6420 -2.3222 -3.1986
99 H -2.5422 -3.5894 -0.5634
100 C 3.1739 -1.7407 -4.0816
101 N 2.2764 -1.1881 -3.1016
102 C 2.6877 -0.9022 -1.7445
103 C 1.3623 -0.4679 -1.1347
104 O 1.1468 -0.0912 0.0117
105 N 0.4013 -0.5601 -2.0705
106 C 0.9394 -1.0626 -3.1783
107 N 0.2010 -1.3993 -4.2337
108 H 4.1477 -1.2634 -3.9682
109 H 2.8100 -1.5361 -5.0885
110 H 3.2925 -2.8216 -3.9478
111 H 3.4271 -0.0979 -1.6716
112 H 3.1087 -1.7936 -1.2704
113 H -0.7998 -1.3931 -4.1139
114 H 0.5880 -1.8649 -5.0365

As for the relative energy (zero: lowest compared OMol25 entry of this formula, charge and spin): 0.0 kJ/mol. For the HOMO-LUMO gap (spin up / spin down), the calculation gives 6.62 / 6.61 eV. Its net charge is +1. For the HOMO energy (spin up / spin down), the calculation gives -10.08 / -10.08 eV.

Löwdin atomic charge list, values in e, 8 entries: Ir 1.309; C -0.058; C -0.551; C -0.035; C -0.035; C -0.158; C -0.021; C -0.059

Record 4
DFT (wB97M-V/def2-TZVPD) results for a structure of composition C45H55CoGeNP2.

Positions of all 105 atoms, in Å:
1 Co 0.4965 -0.4703 -0.3019
2 C 0.1609 0.0030 -4.1933
3 C 1.0630 1.0370 -3.5312
4 C 2.5309 0.6470 -3.6967
5 P 0.6770 1.1462 -1.6958
6 C 1.6810 2.7053 -1.2936
7 C 1.6635 3.8920 -2.2509
8 C 1.2721 3.1539 0.1061
9 C -1.0144 1.8739 -1.7162
10 C -1.5023 2.7403 -2.6792
11 C -2.8221 3.1926 -2.7087
12 C -3.2981 4.1628 -3.7558
13 C -3.6626 2.7083 -1.7120
14 C -3.2217 1.8424 -0.7264
15 C -1.8746 1.3946 -0.6754
16 N -1.3522 0.4822 0.1731
17 C -2.1446 -0.2156 1.0577
18 C -3.0338 0.3536 1.9818
19 C -3.7973 -0.4367 2.8316
20 C -3.7340 -1.8229 2.7851
21 C -4.5534 -2.6868 3.7059
22 C -2.8406 -2.3918 1.8738
23 C -2.0218 -1.6327 1.0548
24 P -0.6990 -2.2647 -0.0936
25 C -1.7392 -3.5406 -1.0174
26 C -0.8364 -4.3943 -1.9028
27 C -2.7604 -2.7939 -1.8688
28 C 0.3240 -3.3900 0.9969
29 C -0.3093 -4.5446 1.7633
30 C 1.0867 -2.4405 1.9206
31 H 0.4425 -0.1434 -5.2433
32 H -0.8869 0.3057 -4.1508
33 H 0.2427 -0.9508 -3.6642
34 H 0.8995 2.0081 -4.0088
35 H 2.7361 -0.2633 -3.1253
36 H 3.2044 1.4267 -3.3326
37 H 2.7740 0.4547 -4.7483
38 H 2.7038 2.3277 -1.2397
39 H 0.6544 4.3021 -2.3452
40 H 2.0224 3.6373 -3.2514
41 H 2.3062 4.6955 -1.8690
42 H 0.2785 3.6117 0.0734
43 H 1.9796 3.8867 0.5112
44 H 1.2179 2.2975 0.7827
45 H -0.8378 3.0622 -3.4780
46 H -2.7820 4.0031 -4.7066
47 H -3.1282 5.2088 -3.4730
48 H -4.3702 4.0515 -3.9415
49 H -4.7099 3.0064 -1.7107
50 H -3.9379 1.4689 -0.0092
51 H -3.1058 1.4328 2.0392
52 H -4.4615 0.0429 3.5471
53 H -5.3819 -2.1218 4.1391
54 H -3.9587 -3.0836 4.5350
55 H -4.9771 -3.5446 3.1768
56 H -2.7953 -3.4750 1.8107
57 H -2.2676 -4.1891 -0.3084
58 H -0.2461 -3.7467 -2.5588
59 H -1.4224 -5.0760 -2.5299
60 H -0.1355 -4.9941 -1.3179
61 H -2.2493 -2.0722 -2.5137
62 H -3.4635 -2.2333 -1.2500
63 H -3.3295 -3.4841 -2.5030
64 H 1.0550 -3.8069 0.2888
65 H -0.9736 -4.1789 2.5476
66 H 0.4659 -5.1438 2.2551
67 H -0.8826 -5.2161 1.1177
68 H 0.3545 -1.9932 2.6056
69 H 2.4810 -1.8440 0.3992
70 H 1.7372 -3.0603 2.5665
71 C 1.8029 -1.3351 1.1127
72 Ge 2.9949 -0.4093 2.2921
73 C 4.7282 -1.3527 2.6675
74 C 4.7251 -2.7507 2.7428
75 C 5.8873 -3.4726 2.9771
76 C 7.0973 -2.8080 3.1317
77 C 7.1282 -1.4227 3.0502
78 C 5.9559 -0.7099 2.8222
79 C 3.6710 1.4042 1.8941
80 C 4.4021 1.6176 0.7239
81 C 4.9878 2.8461 0.4502
82 C 4.8447 3.8962 1.3480
83 C 4.1184 3.7056 2.5149
84 C 3.5433 2.4690 2.7834
85 C 2.1444 -0.2224 4.0688
86 C 2.7120 -0.6759 5.2574
87 C 2.0298 -0.5776 6.4652
88 C 0.7575 -0.0242 6.5022
89 C 0.1706 0.4269 5.3261
90 C 0.8593 0.3266 4.1258
91 H 3.7932 -3.2854 2.6007
92 H 5.8500 -4.5552 3.0306
93 H 8.0096 -3.3678 3.3060
94 H 8.0680 -0.8925 3.1612
95 H 6.0035 0.3725 2.7643
96 H 4.5007 0.8116 0.0027
97 H 5.5359 2.9880 -0.4745
98 H 5.2869 4.8624 1.1308
99 H 3.9914 4.5222 3.2171
100 H 2.9859 2.3353 3.7042
101 H 3.7039 -1.1163 5.2443
102 H 2.4921 -0.9401 7.3773
103 H 0.2194 0.0456 7.4413
104 H -0.8304 0.8420 5.3382
105 H 0.3763 0.6531 3.2087

Its multiplicity is 2. For the HOMO-LUMO gap (spin up / spin down), the calculation gives 4.17 / 3.30 eV. Its net charge is -2. For the HOMO energy (spin up / spin down), the calculation gives 0.23 / 1.10 eV.

Löwdin atomic charge list, values in e, 8 entries: Co -0.116; C -0.152; C -0.575; C -0.150; P 0.969; C -0.531; C -0.130; C -0.136

Question: The highest net charge belongs to which entry?
Answer: C45H55AuBrN2P

Question: Which of these has the highest net charge?
Answer: C45H55AuBrN2P

Question: Which value of net charge does entry 2 give?
Answer: +2

Question: Among the records above, which one has the highest net charge?
Answer: C45H55AuBrN2P